--- i ---
This record from OMol25 describes 10 unconnected molecules or ions with the total composition C40H110N10O10. The level of theory is ωB97M-V/def2-TZVPD.

## Properties
HOMO-LUMO gap ... 0.3469 Eh
2S+1 ... 1
Structure (SMILES) ... COC[C@H](C)N.COC[C@H](C)N.COC[C@H](C)N.COC[C@H](C)N.COC[C@H](C)N.COC[C@H](C)N.COC[C@H](C)N.COC[C@H](C)N.COC[C@H](C)N.COC[C@H](C)N

Each line ends with the Mulliken charge.
Atoms and positions in Å:
1 C -1.70 5.41 2.84  -0.458
2 O -0.75 6.45 3.15  -0.339
3 C -0.82 6.96 4.50  -0.761
4 C 0.15 8.21 4.78  0.280
5 C 0.04 9.22 3.64  -1.473
6 N 1.51 7.82 4.73  -0.767
7 H -1.54 4.49 3.41  0.025
8 H -1.64 5.39 1.75  0.125
9 H -2.68 5.83 3.01  0.503
10 H -1.83 7.28 4.78  0.450
11 H -0.68 6.28 5.34  0.398
12 H -0.16 8.86 5.60  0.307
13 H 0.62 10.12 3.81  0.443
14 H -1.01 9.43 3.41  0.330
15 H 0.49 8.85 2.71  0.339
16 H 1.61 7.36 3.83  0.319
17 H 1.98 8.71 4.65  0.310
18 C 2.25 2.03 -2.76  -0.102
19 O 3.41 2.22 -3.52  -0.436
20 C 4.53 2.25 -2.64  -0.569
21 C 5.84 2.06 -3.37  0.505
22 C 6.10 0.57 -3.76  -1.284
23 N 6.97 2.65 -2.62  -0.682
24 H 2.26 1.11 -2.17  0.318
25 H 1.40 2.01 -3.43  -0.325
26 H 1.99 2.89 -2.13  0.494
27 H 4.37 3.20 -2.12  0.409
28 H 4.70 1.62 -1.76  0.171
29 H 5.68 2.49 -4.36  0.156
30 H 5.45 0.34 -4.61  0.310
31 H 6.00 -0.18 -2.97  0.263
32 H 7.13 0.35 -4.04  0.385
33 H 6.78 3.56 -2.21  0.229
34 H 7.72 2.74 -3.30  0.271
35 C -3.94 -5.01 -2.00  -0.398
36 O -2.82 -5.77 -1.36  -0.572
37 C -1.63 -5.04 -1.18  0.216
38 C -0.44 -5.88 -0.72  0.792
39 C 0.33 -6.63 -1.82  -1.646
40 N -0.96 -6.94 0.12  -0.887
41 H -4.86 -5.58 -2.16  0.359
42 H -3.56 -4.72 -2.98  0.215
43 H -4.17 -4.09 -1.46  -0.016
44 H -1.31 -4.56 -2.10  -0.117
45 H -1.81 -4.21 -0.49  0.114
46 H 0.23 -5.32 -0.08  0.180
47 H -0.19 -7.44 -2.35  0.361
48 H 1.22 -7.12 -1.42  0.400
49 H 0.64 -6.01 -2.66  0.227
50 H -1.34 -6.34 0.83  0.324
51 H -1.75 -7.10 -0.49  0.402
52 C -3.22 -1.52 -2.58  -0.380
53 O -4.43 -1.57 -1.79  -0.527
54 C -4.20 -1.03 -0.50  0.154
55 C -5.59 -0.97 0.23  0.125
56 C -5.33 -0.44 1.68  -1.390
57 N -6.03 -2.36 0.36  -0.836
58 H -2.85 -0.51 -2.77  0.145
59 H -3.33 -1.91 -3.60  0.430
60 H -2.33 -1.93 -2.09  0.035
61 H -3.38 -1.47 0.06  -0.108
62 H -3.86 0.01 -0.54  0.061
63 H -6.30 -0.39 -0.37  0.402
64 H -6.27 -0.34 2.22  0.486
65 H -4.99 0.58 1.55  0.322
66 H -4.56 -0.99 2.21  0.226
67 H -5.74 -2.82 -0.50  0.315
68 H -5.39 -2.80 1.01  0.345
69 C -1.83 -1.95 6.40  -0.639
70 O -2.20 -0.60 6.62  -0.384
71 C -2.45 0.20 5.50  -0.011
72 C -2.89 1.65 5.91  0.188
73 C -4.22 1.69 6.55  -1.480
74 N -2.90 2.63 4.81  -0.385
75 H -2.61 -2.54 5.92  0.294
76 H -1.56 -2.45 7.33  0.272
77 H -0.87 -1.96 5.89  0.211
78 H -1.56 0.15 4.87  0.121
79 H -3.20 -0.11 4.77  -0.069
80 H -2.17 2.01 6.64  0.314
81 H -4.33 2.58 7.17  0.397
82 H -4.24 0.92 7.32  0.393
83 H -5.06 1.51 5.87  0.336
84 H -3.71 2.33 4.28  0.172
85 H -3.18 3.55 5.12  0.317
86 C -1.84 2.32 -0.51  -0.874
87 O -1.82 0.98 0.01  0.325
88 C -0.55 0.38 -0.06  -0.149
89 C -0.55 -1.17 0.37  3.649
90 C -0.89 -1.43 1.84  -1.331
91 N 0.66 -1.90 0.09  -0.063
92 H -1.40 2.49 -1.49  0.062
93 H -1.21 2.96 0.10  0.232
94 H -2.85 2.72 -0.61  0.407
95 H -0.22 0.45 -1.09  -0.503
96 H 0.16 1.09 0.36  0.302
97 H -1.32 -1.56 -0.30  -2.623
98 H -1.78 -0.85 2.12  0.294
99 H -0.07 -1.08 2.47  -0.085
100 H -1.09 -2.45 2.19  0.566
101 H 1.50 -1.40 0.38  -0.051
102 H 0.74 -2.71 0.69  0.223
103 C 4.50 -4.42 3.84  -0.773
104 O 4.90 -4.44 2.44  -0.398
105 C 3.93 -4.43 1.54  -0.106
106 C 4.52 -4.56 0.17  0.312
107 C 3.46 -4.80 -0.85  -0.785
108 N 5.35 -5.76 -0.01  -0.767
109 H 5.27 -4.03 4.50  0.322
110 H 4.24 -5.37 4.31  0.342
111 H 3.78 -3.62 3.98  0.252
112 H 3.33 -5.31 1.76  0.277
113 H 3.27 -3.58 1.67  0.045
114 H 5.24 -3.81 -0.18  0.349
115 H 2.57 -4.20 -0.66  -0.058
116 H 3.06 -5.81 -0.91  0.140
117 H 3.81 -4.51 -1.84  0.363
118 H 4.71 -6.53 0.11  0.287
119 H 6.06 -5.74 0.71  0.279
120 C 1.21 3.16 3.10  -0.981
121 O 1.73 1.97 2.50  -0.123
122 C 2.86 1.42 3.24  -1.060
123 C 3.08 -0.12 2.83  1.000
124 C 4.36 -0.75 3.39  -1.472
125 N 3.22 -0.31 1.42  -0.329
126 H 0.38 2.99 3.80  0.202
127 H 0.87 3.80 2.28  0.261
128 H 1.91 3.76 3.68  0.462
129 H 3.83 1.91 3.16  0.257
130 H 2.60 1.37 4.30  0.436
131 H 2.20 -0.63 3.22  -0.060
132 H 4.25 -0.86 4.47  0.445
133 H 5.21 -0.13 3.08  0.463
134 H 4.29 -1.76 2.99  0.090
135 H 2.51 0.29 1.01  -0.022
136 H 4.11 0.08 1.16  0.305
137 C -1.67 5.95 -3.56  -0.836
138 O -1.43 4.53 -3.59  -0.256
139 C -2.58 3.79 -4.03  -1.105
140 C -2.39 2.28 -4.43  2.306
141 C -1.20 2.01 -5.49  -1.468
142 N -3.61 1.67 -4.89  -0.715
143 H -0.87 6.47 -3.03  0.258
144 H -2.60 6.16 -3.03  0.320
145 H -1.63 6.43 -4.54  0.314
146 H -3.43 3.85 -3.36  0.409
147 H -2.98 4.24 -4.93  0.512
148 H -2.17 1.75 -3.51  -1.444
149 H -0.26 2.20 -4.98  0.079
150 H -1.24 2.56 -6.43  0.468
151 H -1.11 0.95 -5.76  0.474
152 H -3.73 2.05 -5.81  0.333
153 H -4.39 2.07 -4.39  0.269
154 C -0.42 -4.84 -6.26  -0.488
155 O 0.35 -3.72 -6.41  -0.428
156 C -0.04 -2.48 -5.73  -0.780
157 C 0.85 -2.00 -4.51  0.703
158 C 0.31 -0.80 -3.73  0.549
159 N 2.20 -1.77 -5.02  -0.722
160 H -0.72 -4.99 -5.22  0.106
161 H 0.21 -5.53 -6.81  0.262
162 H -1.36 -4.78 -6.81  0.282
163 H -0.14 -1.83 -6.60  0.221
164 H -1.08 -2.58 -5.43  0.373
165 H 0.99 -2.88 -3.88  -0.248
166 H 0.58 0.11 -4.27  -0.141
167 H 0.77 -0.57 -2.77  -0.260
168 H -0.76 -0.90 -3.58  -0.230
169 H 2.30 -2.47 -5.74  0.289
170 H 2.11 -0.95 -5.60  0.315



--- ii ---
This record from OMol25 describes 10 unconnected molecules or ions with the total composition C40H110N10O10. The level of theory is ωB97M-V/def2-TZVPD.

## Properties
HOMO-LUMO gap ... 0.3260 Eh
2S+1 ... 1
Structure (SMILES) ... COC[C@H](C)N.COC[C@H](C)N.COC[C@H](C)N.COC[C@H](C)N.COC[C@H](C)N.COC[C@H](C)N.COC[C@H](C)N.COC[C@H](C)N.COC[C@H](C)N.COC[C@H](C)N

Each line ends with the Mulliken charge.
Atoms and positions in Å:
1 C 2.51 -8.04 21.02  -0.452
2 O 3.02 -9.02 21.89  -0.370
3 C 4.26 -9.55 21.43  -0.206
4 C 4.88 -10.36 22.55  0.262
5 C 5.18 -9.46 23.75  -1.142
6 N 6.14 -10.95 22.07  -0.583
7 H 2.22 -8.48 20.05  0.302
8 H 3.21 -7.22 20.86  0.051
9 H 1.62 -7.60 21.46  0.292
10 H 4.00 -10.24 20.61  0.348
11 H 4.85 -8.74 21.01  -0.073
12 H 4.15 -11.09 22.93  0.406
13 H 4.24 -9.06 24.14  0.468
14 H 5.80 -8.58 23.54  0.072
15 H 5.55 -10.01 24.62  0.213
16 H 6.40 -11.65 22.77  0.291
17 H 5.90 -11.56 21.29  0.149
18 C 10.31 -9.72 25.50  -0.467
19 O 10.30 -9.78 24.08  -0.179
20 C 9.27 -9.06 23.47  -0.052
21 C 9.45 -9.13 21.95  0.359
22 C 10.54 -8.15 21.53  -0.439
23 N 8.21 -8.80 21.26  0.915
24 H 10.31 -8.65 25.76  0.035
25 H 11.16 -10.23 25.94  -0.042
26 H 9.36 -10.12 25.86  0.529
27 H 8.24 -9.33 23.78  0.261
28 H 9.30 -8.00 23.76  -0.168
29 H 9.70 -10.15 21.66  0.132
30 H 10.80 -8.28 20.48  0.229
31 H 11.52 -8.26 22.02  -0.036
32 H 10.30 -7.10 21.68  -0.223
33 H 7.82 -7.91 21.56  -0.346
34 H 7.48 -9.48 21.49  -0.270
35 C 17.23 -10.47 20.95  -0.746
36 O 16.11 -10.21 21.75  -0.095
37 C 15.07 -11.16 21.53  -1.270
38 C 13.77 -10.64 22.09  1.569
39 C 13.75 -10.66 23.62  -0.869
40 N 12.63 -11.44 21.55  -0.824
41 H 17.71 -11.42 21.19  0.318
42 H 17.95 -9.66 21.07  0.078
43 H 16.93 -10.48 19.89  0.382
44 H 14.98 -11.19 20.43  0.458
45 H 15.29 -12.17 21.90  0.359
46 H 13.52 -9.63 21.74  -0.532
47 H 12.86 -10.10 23.92  -0.224
48 H 14.62 -10.16 24.04  0.334
49 H 13.63 -11.68 23.99  0.492
50 H 11.80 -11.09 22.00  0.225
51 H 12.78 -12.39 21.89  0.307
52 C 10.70 -5.08 18.35  -0.501
53 O 11.45 -3.95 17.99  -0.449
54 C 10.76 -2.75 18.18  -0.549
55 C 11.44 -1.61 17.42  0.434
56 C 10.96 -0.19 17.73  -1.434
57 N 11.42 -1.80 15.95  -0.709
58 H 11.17 -5.98 17.95  0.295
59 H 9.67 -5.05 17.99  0.311
60 H 10.65 -5.20 19.43  0.173
61 H 9.72 -2.84 17.82  0.161
62 H 10.65 -2.52 19.25  0.313
63 H 12.50 -1.68 17.70  0.277
64 H 11.72 0.47 17.31  0.380
65 H 10.90 -0.01 18.81  0.364
66 H 10.01 0.05 17.26  0.357
67 H 11.20 -2.79 15.81  0.284
68 H 10.58 -1.36 15.58  0.277
69 C 12.52 -11.67 28.41  -0.476
70 O 12.38 -12.49 29.54  -0.406
71 C 11.79 -13.73 29.18  -0.471
72 C 11.60 -14.57 30.44  0.295
73 C 11.02 -15.94 30.12  -1.467
74 N 10.70 -13.82 31.34  -0.580
75 H 11.55 -11.35 28.01  -0.071
76 H 13.06 -12.20 27.62  0.409
77 H 13.00 -10.73 28.69  0.337
78 H 10.85 -13.54 28.66  0.029
79 H 12.47 -14.30 28.54  0.513
80 H 12.60 -14.65 30.87  0.431
81 H 10.83 -16.48 31.05  0.395
82 H 11.72 -16.52 29.51  0.416
83 H 10.04 -15.91 29.64  0.258
84 H 10.85 -14.07 32.31  0.254
85 H 10.89 -12.83 31.26  0.110
86 C 12.52 -2.46 27.76  -0.803
87 O 12.60 -3.84 27.55  -0.371
88 C 11.77 -4.33 26.53  -0.939
89 C 12.27 -5.67 26.03  0.966
90 C 11.39 -6.29 24.95  -0.459
91 N 12.32 -6.57 27.23  -0.600
92 H 13.17 -2.18 28.58  0.262
93 H 11.50 -2.12 28.00  0.312
94 H 12.87 -1.91 26.88  0.313
95 H 10.74 -4.43 26.89  0.413
96 H 11.71 -3.65 25.67  0.444
97 H 13.30 -5.62 25.66  -0.298
98 H 10.34 -6.36 25.23  0.378
99 H 11.78 -7.29 24.75  -0.581
100 H 11.45 -5.66 24.06  0.529
101 H 13.11 -7.21 27.15  0.241
102 H 12.60 -5.93 27.97  0.295
103 C 9.90 -9.00 28.91  -0.462
104 O 9.19 -10.12 28.44  -0.178
105 C 8.84 -11.03 29.48  -0.422
106 C 8.25 -12.25 28.81  0.946
107 C 6.87 -11.95 28.21  -1.472
108 N 8.09 -13.34 29.79  -0.808
109 H 10.40 -8.49 28.09  -0.116
110 H 10.70 -9.33 29.59  0.317
111 H 9.26 -8.29 29.43  0.295
112 H 9.76 -11.23 30.05  0.082
113 H 8.08 -10.57 30.11  0.311
114 H 8.96 -12.59 28.05  0.058
115 H 6.38 -12.89 27.97  0.444
116 H 6.96 -11.25 27.38  0.255
117 H 6.24 -11.58 29.02  0.360
118 H 7.66 -14.14 29.32  0.316
119 H 9.01 -13.71 30.04  0.135
120 C 6.54 -11.90 18.19  -0.793
121 O 6.99 -10.58 18.03  -0.266
122 C 8.37 -10.46 17.76  -0.540
123 C 8.67 -9.04 17.33  0.189
124 C 10.11 -8.88 16.88  -1.420
125 N 8.41 -8.09 18.43  -0.066
126 H 7.04 -12.34 19.06  0.305
127 H 6.65 -12.48 17.27  0.327
128 H 5.46 -11.87 18.36  0.248
129 H 9.00 -10.77 18.61  0.197
130 H 8.65 -11.08 16.89  0.479
131 H 7.99 -8.68 16.55  0.447
132 H 10.77 -8.97 17.75  0.225
133 H 10.29 -7.87 16.51  0.254
134 H 10.34 -9.59 16.09  0.460
135 H 8.95 -8.33 19.26  -0.491
136 H 7.47 -8.29 18.78  0.181
137 C 8.47 -4.62 22.84  -1.046
138 O 8.15 -5.58 21.87  0.010
139 C 7.97 -5.14 20.55  0.057
140 C 6.64 -4.40 20.34  0.194
141 C 5.44 -5.26 20.74  -1.490
142 N 6.45 -3.99 18.95  -0.725
143 H 9.42 -4.15 22.54  0.345
144 H 8.71 -5.10 23.79  0.183
145 H 7.72 -3.84 22.97  0.365
146 H 8.76 -4.39 20.37  0.193
147 H 8.15 -5.88 19.77  0.001
148 H 6.67 -3.53 21.01  0.306
149 H 5.37 -6.16 20.12  0.198
150 H 4.56 -4.63 20.67  0.521
151 H 5.53 -5.60 21.78  0.357
152 H 5.75 -3.25 19.02  0.317
153 H 7.23 -3.46 18.57  0.191
154 C 19.36 -6.34 22.51  -0.723
155 O 18.20 -6.23 23.32  -0.369
156 C 17.02 -6.53 22.60  -0.638
157 C 15.96 -7.01 23.56  0.756
158 C 14.60 -7.08 22.87  -1.029
159 N 15.81 -6.12 24.76  -0.681
160 H 19.18 -5.78 21.58  0.322
161 H 19.53 -7.39 22.24  0.237
162 H 20.27 -5.96 22.95  0.273
163 H 16.73 -5.62 22.08  0.336
164 H 17.15 -7.32 21.85  0.238
165 H 16.24 -8.00 23.94  0.002
166 H 14.31 -6.08 22.56  0.630
167 H 13.80 -7.52 23.47  -0.227
168 H 14.66 -7.76 22.02  0.279
169 H 15.26 -5.35 24.37  0.215
170 H 16.71 -5.65 24.86  0.310



Most stable structure: ii



--- i ---
This record from OMol25 describes 2 unconnected molecules or ions with the total composition C5H12. The level of theory is ωB97M-V/def2-TZVPD.

## Properties
HOMO-LUMO gap ... 0.4027 Eh
2S+1 ... 1
Structure (SMILES) ... C=C.CCC

Each line ends with the natural charge from an NBO analysis.
Atoms and positions in Å:
1 C -2.29 1.56 2.69  -0.383
2 C -2.91 2.00 3.79  -0.391
3 H -2.99 1.34 1.88  0.198
4 H -1.24 1.67 2.49  0.196
5 H -3.99 1.95 3.87  0.185
6 H -2.52 2.84 4.37  0.195
7 C 1.47 -0.76 -0.49  -0.629
8 C 2.06 -1.08 -1.87  -0.412
9 C 1.04 -1.28 -2.96  -0.602
10 H 0.37 -0.85 -0.44  0.203
11 H 1.86 -1.41 0.30  0.210
12 H 1.47 0.23 -0.02  0.213
13 H 2.69 -0.21 -2.07  0.200
14 H 2.74 -1.93 -1.79  0.203
15 H 1.47 -1.47 -3.95  0.209
16 H 0.33 -0.44 -3.01  0.203
17 H 0.43 -2.16 -2.78  0.201



--- ii ---
This record from OMol25 describes a single C5H12 molecule. The level of theory is ωB97M-V/def2-TZVPD.

## Properties
HOMO-LUMO gap ... 0.4391 Eh
2S+1 ... 1
Structure (SMILES) ... CC(C)(C)C

Each line ends with the natural charge from an NBO analysis.
Atoms and positions in Å:
1 C 0.22 -1.32 0.81  -0.603
2 C 0.01 0.01 0.07  -0.051
3 C 0.14 -0.27 -1.48  -0.615
4 C -1.42 0.55 0.32  -0.618
5 C 1.06 1.05 0.46  -0.603
6 H 0.26 -1.22 1.90  0.208
7 H 1.15 -1.78 0.47  0.204
8 H -0.60 -2.01 0.57  0.206
9 H -0.60 -0.99 -1.85  0.207
10 H 1.13 -0.67 -1.73  0.205
11 H 0.00 0.64 -2.09  0.207
12 H -1.79 0.52 -0.70  0.211
13 H -2.07 -0.08 0.94  0.211
14 H -1.48 1.59 0.68  0.211
15 H 0.82 2.01 -0.02  0.206
16 H 1.13 1.24 1.54  0.208
17 H 2.05 0.73 0.11  0.204



Most stable structure: ii